A structure of composition C31H42BrIrN5O4PS2 in a non-equilibrium geometry, computed with the ωB97M-V functional and the def2-TZVPD basis.

Element x y z (Å)
Ir (0.061, 0.501, 0.583)
O (-0.754, 0.921, 4.979)
C (-0.313, -0.225, 5.390)
C (-0.535, -0.586, 6.741)
C (-0.079, -1.785, 7.174)
C (0.610, -2.674, 6.286)
C (0.830, -2.342, 4.969)
C (0.386, -1.117, 4.476)
C (0.594, -0.712, 3.092)
O (0.206, 0.487, 2.689)
N (1.164, -1.548, 2.301)
N (1.360, -1.037, 1.028)
C (2.444, -1.567, 0.488)
S (3.179, -0.932, -0.929)
C (4.688, -1.945, -0.802)
C (4.281, -3.267, -0.193)
S (3.228, -2.903, 1.241)
H (-0.524, 1.025, 4.012)
H (-1.057, 0.109, 7.385)
H (-0.231, -2.083, 8.203)
H (0.961, -3.622, 6.670)
H (1.348, -3.015, 4.302)
H (5.416, -1.414, -0.190)
H (5.078, -2.064, -1.812)
H (5.144, -3.823, 0.171)
H (3.721, -3.886, -0.893)
C (-0.329, 5.605, 1.398)
O (-1.040, 4.357, 1.158)
C (-0.413, 3.248, 0.955)
O (-1.086, 2.219, 0.719)
N (0.939, 3.205, 0.963)
N (1.563, 1.954, 0.739)
H (-1.107, 6.348, 1.526)
H (0.281, 5.855, 0.531)
H (0.258, 5.526, 2.312)
H (1.518, 4.010, 1.151)
H (2.080, 1.696, 1.580)
H (2.203, 2.026, -0.051)
Br (-5.074, -3.291, 2.701)
C (-3.648, -2.286, 2.063)
C (-2.475, -2.900, 1.639)
C (-1.447, -2.120, 1.159)
N (-1.525, -0.781, 1.059)
C (-2.643, -0.191, 1.527)
C (-3.717, -0.897, 2.019)
H (-2.358, -3.974, 1.680)
H (-0.522, -2.583, 0.857)
H (-2.672, 0.888, 1.498)
H (-4.595, -0.368, 2.361)
C (-2.683, -1.054, -2.050)
C (-2.144, 0.356, -2.330)
C (-2.343, 0.567, -3.838)
C (-3.022, 1.353, -1.566)
P (-0.301, 0.519, -1.865)
C (0.487, -0.963, -2.585)
C (0.230, -2.176, -1.944)
C (0.801, -3.362, -2.370)
C (1.656, -3.361, -3.465)
C (1.913, -2.168, -4.124)
C (1.334, -0.982, -3.692)
C (0.382, 2.051, -2.792)
C (0.481, 1.925, -4.340)
C (1.802, 2.407, -2.316)
C (-0.517, 3.270, -2.521)
H (-3.748, -1.036, -2.289)
H (-2.598, -1.359, -1.011)
H (-2.223, -1.808, -2.686)
H (-3.384, 0.330, -4.061)
H (-1.728, -0.113, -4.430)
H (-2.175, 1.590, -4.161)
H (-4.022, 1.309, -2.000)
H (-2.689, 2.384, -1.623)
H (-3.116, 1.086, -0.520)
H (-0.454, -2.193, -1.113)
H (0.564, -4.290, -1.865)
H (2.098, -4.284, -3.816)
H (2.560, -2.156, -4.991)
H (1.569, -0.087, -4.234)
H (1.490, 1.675, -4.653)
H (0.277, 2.912, -4.759)
H (-0.200, 1.228, -4.805)
H (2.294, 2.989, -3.095)
H (2.432, 1.534, -2.129)
H (1.774, 3.071, -1.453)
H (-1.451, 3.222, -3.075)
H (0.014, 4.158, -2.870)
H (-0.762, 3.414, -1.473)

Calculated values
2S+1   2
Total charge   +3
⟨S²⟩   0.784
Frontier orbital gap (spin up / spin down)   0.30544 / 0.19158 hartree
E   -5596.41817 a.u.
LUMO energy (spin up / spin down)   -8.0 / -11.1 eV
Energy relative to the best compared isomer or geometry (same formula, charge and spin)   19.8 kcal per mole

Atom charges from the Mulliken analysis, given in e for atoms 1 to 6:
1 Ir 2.33
2 O -0.58
3 C 0.73
4 C -0.82
5 C -0.42
6 C -0.73